No. 1
{"formula": "C5H15NO2", "method": "ωB97M-V/def2-TZVPD", "multiplicity": 1, "lumo_energy_ev": 0.7, "smiles": "CC[C@@H](C)NCO.O", "homo_lumo_gap_ev": 9.6, "e_tot_ha": -404.6891, "homo_energy_ev": -8.9, "species": ["H", "O", "H", "H", "C", "H", "H", "H", "H", "H", "C", "O", "C", "H", "H", "H", "N", "C", "H", "H", "H", "C", "H"], "coordinates": [[2.74714, 0.05682, -0.76692], [-1.29923, -1.19982, -3.41784], [0.48382, -0.76539, -0.02403], [-1.50866, -0.65578, -0.86283], [0.66991, -0.64920, 2.08638], [1.33036, 0.60684, -1.64010], [-1.16776, 1.22021, 1.41855], [1.95754, 1.45384, 1.19628], [-0.34227, -0.79861, 2.51927], [-1.65264, -1.59385, 1.58727], [1.30967, 1.18097, 0.36061], [-2.39137, -1.27836, 1.05618], [2.07751, 0.89228, -0.93898], [0.65518, 2.08226, 0.09104], [-1.85462, -0.71514, -4.04787], [1.37832, -1.47011, 2.04288], [-1.01694, 0.65028, 0.59028], [0.31897, 0.02668, 0.73436], [1.12197, 0.08214, 2.79655], [2.64400, 1.77855, -1.20088], [-0.44230, -0.76585, -3.46716], [-2.02734, -0.29564, 0.08125], [-2.99127, 0.15688, -0.19429]], "atomic_forces_ev_per_a": [[0.288, -0.180, -0.241], [-0.202, 0.209, -0.239], [-0.679, 0.436, 0.087], [-0.955, -0.297, 1.121], [-1.197, 1.999, 0.763], [-0.323, -0.022, -1.068], [-0.794, -0.293, -0.177], [0.113, -0.054, -0.111], [0.974, -0.937, 0.294], [0.122, 0.148, -0.516], [-0.962, 0.920, -0.681], [-0.526, -0.283, -0.503], [0.252, 0.067, 1.894], [0.923, -1.100, 0.788], [0.202, -0.200, 0.261], [-0.473, -0.395, -0.152], [0.067, -1.421, -0.491], [1.458, 0.950, -0.788], [-0.210, -0.261, -0.518], [0.067, -0.038, -0.501], [0.032, 0.005, -0.024], [1.289, 0.564, 0.666], [0.534, 0.184, 0.136]]}

No. 2
{"formula": "C28H25AuN10Te", "method": "ωB97M-V/def2-TZVPD", "charge": -2, "multiplicity": 1, "lumo_energy_ev": 4.1, "homo_lumo_gap_ev": 6.1, "e_tot_ha": -2033.2506, "homo_energy_ev": -2.0, "species": ["C", "N", "C", "N", "C", "H", "C", "Te", "C", "H", "C", "C", "H", "N", "H", "C", "H", "H", "C", "C", "C", "C", "C", "H", "H", "C", "C", "C", "C", "H", "C", "C", "H", "H", "H", "N", "H", "H", "Au", "C", "H", "H", "C", "N", "C", "N", "H", "C", "H", "C", "H", "N", "C", "H", "H", "N", "H", "H", "N", "C", "C", "H", "H", "C", "N"], "coordinates": [[2.89792, -3.14423, -0.49272], [-3.59598, 3.04076, -0.65006], [-3.98897, 0.97503, -0.42162], [-3.11772, -3.04869, 0.77808], [2.72457, 5.46734, -0.43750], [4.25515, 0.96670, 1.85293], [2.32522, -2.90765, 0.78182], [1.06482, 1.70283, -1.03477], [1.76377, 4.47394, -0.36917], [3.42475, 2.60167, -2.84220], [2.14493, 4.27184, 2.00057], [3.37775, 5.89200, 0.71541], [2.81039, -3.63692, 4.07522], [-2.45770, 2.45312, -0.53719], [0.76169, -2.22851, 4.27083], [5.62622, -0.88939, -0.44953], [0.81589, -1.28193, -2.38419], [6.75826, -1.56458, -2.15937], [3.08043, 5.29938, 1.93563], [2.34259, -2.57581, -1.59790], [3.51035, 1.58436, -3.23458], [-4.29475, -1.43247, 0.11805], [0.63155, -1.86962, 2.17861], [3.79150, -3.75465, -0.56723], [-0.26220, -1.26068, 2.25122], [2.35763, -3.21358, 3.18539], [3.82030, 0.68312, -0.87842], [0.59838, -1.47228, -0.27378], [4.59575, -0.09819, 0.02120], [3.78783, -4.07313, 1.85960], [1.17515, -2.08526, 0.88751], [5.23439, -0.13540, -2.67648], [4.08298, 1.62760, -4.16290], [0.00105, 3.98119, -1.45998], [1.43958, 4.14510, -2.51945], [-2.66660, 1.12100, -0.38305], [4.96870, -0.65585, 2.06122], [2.50295, 1.24174, -3.49024], [-1.07780, -0.28145, -0.23356], [5.95178, -0.93516, -1.80217], [2.79001, -2.73513, -2.57325], [0.73062, 1.95528, 1.61740], [4.25703, -0.06116, 1.48366], [-3.03643, -1.77810, 0.32484], [4.19044, 0.67678, -2.24249], [2.82316, 1.43181, -0.29484], [-5.70332, -0.04713, -0.33826], [2.89926, -3.45696, 1.95657], [3.25083, -0.44982, 1.65990], [1.20458, -1.74194, -1.47868], [6.18316, -1.49572, 0.25955], [-4.36196, -3.40751, 0.82229], [1.20006, -2.41032, 3.29686], [4.12764, 6.67214, 0.65667], [5.49357, -0.12517, -3.73198], [-4.71022, -0.19635, -0.38626], [2.96815, 5.91111, -1.39714], [-0.49758, 2.90722, 0.71435], [-5.15633, -2.39639, 0.40532], [1.47993, 3.85274, 0.86165], [0.56164, 2.66112, 0.80743], [1.95453, 3.76929, 2.94213], [3.60115, 5.61008, 2.83353], [1.08532, 3.84417, -1.53624], [-4.59857, 2.14802, -0.57822]], "atomic_forces_ev_per_a": [[-0.013, -0.042, 0.032], [-0.004, 0.022, 0.007], [-0.167, -0.062, -0.007], [-0.144, -0.046, -0.004], [-0.015, 0.146, 0.029], [0.017, 0.016, -0.006], [0.087, -0.063, -0.036], [0.376, -0.007, 0.052], [-0.086, -0.408, -0.100], [-0.016, -0.016, 0.040], [-0.115, -0.027, 0.051], [-0.056, -0.050, 0.130], [-0.002, 0.004, 0.000], [0.039, 0.036, -0.034], [-0.004, -0.002, -0.001], [0.063, 0.008, -0.001], [0.011, -0.032, 0.004], [-0.007, -0.008, -0.006], [0.065, 0.086, -0.103], [-0.069, 0.059, -0.028], [-0.041, -0.061, 0.038], [-0.036, 0.328, -0.110], [-0.049, 0.042, 0.026], [0.000, 0.003, 0.012], [-0.008, -0.010, -0.009], [-0.052, 0.024, 0.025], [-0.282, -0.038, 0.118], [-0.152, 0.144, 0.060], [0.064, -0.025, 0.036], [0.001, 0.006, -0.012], [-0.054, 0.041, -0.051], [-0.006, -0.006, -0.011], [-0.005, -0.019, -0.012], [-0.012, 0.212, -0.234], [0.095, -0.073, 0.004], [0.071, -0.127, 0.003], [-0.010, -0.009, -0.009], [0.005, 0.036, -0.054], [0.128, -0.244, 0.184], [-0.012, 0.027, 0.013], [-0.002, 0.016, 0.005], [-0.012, -0.067, -0.041], [-0.037, -0.014, -0.014], [-0.008, -0.119, 0.050], [0.111, 0.011, -0.071], [0.065, 0.012, -0.177], [-0.015, -0.014, -0.007], [-0.004, -0.015, -0.025], [0.033, 0.027, -0.001], [0.121, -0.007, -0.098], [-0.012, 0.002, 0.002], [0.071, 0.037, 0.004], [0.064, -0.026, 0.019], [0.008, -0.003, 0.007], [-0.002, -0.006, 0.003], [-0.016, -0.114, 0.077], [0.005, -0.013, 0.010], [0.022, 0.051, 0.060], [0.042, -0.025, 0.031], [0.039, -0.088, -0.144], [0.028, 0.137, 0.045], [0.006, 0.005, 0.002], [0.008, 0.009, -0.003], [-0.252, 0.339, 0.252], [0.128, -0.001, -0.021]]}

No. 3
{"formula": "C4H2F6O", "method": "ωB97M-V/def2-TZVPD", "multiplicity": 1, "lumo_energy_ev": 0.8, "homo_lumo_gap_ev": 12.8, "e_tot_ha": -828.0386, "homo_energy_ev": -12.0, "species": ["C", "C", "O", "C", "C", "F", "H", "F", "H", "F", "F", "F", "F"], "coordinates": [[0.02287, -1.10849, 0.41581], [-3.00030, 0.34588, 1.18537], [-4.01261, 0.76318, 1.49881], [0.80394, -0.38895, -0.79004], [1.13507, 1.08456, -0.43226], [-0.00796, -0.46706, -1.90979], [-1.00629, -0.52845, 0.39856], [-0.01563, -2.42996, 0.14573], [1.65261, -0.82900, -1.14620], [2.06563, 1.08967, 0.54606], [0.80430, -1.06647, 1.51696], [1.51809, 1.77354, -1.45501], [0.04028, 1.76155, 0.02598]], "atomic_forces_ev_per_a": [[0.802, 1.423, -2.259], [-1.935, 0.811, 0.574], [1.749, -0.714, -0.529], [-2.561, 0.940, 1.214], [-1.497, -0.725, 1.301], [-0.546, 0.555, 0.386], [1.850, -1.810, 0.978], [-1.050, -0.022, -0.496], [2.727, -1.491, 0.028], [-0.245, 0.197, -0.630], [-0.708, 0.932, 0.470], [1.226, 0.547, -1.392], [0.188, -0.643, 0.354]]}

What is the multiplicity in the second record? 1